*a*
The following is a DFT calculation (wB97M-V/def2-TZVPD) of a cluster of 10 separate species, H21O10 in total.

Geometry as ORCA input:
```
! RIJCOSX wB97M-V def2-TZVPD def2/J DEFGRID3
* xyz 1 1
O 51.17 13.85 45.17
H 51.00 13.76 44.21
H 52.13 13.49 45.34
H 51.14 14.79 45.68
O 54.66 15.23 43.36
H 54.53 14.83 42.48
H 54.08 14.73 43.98
O 50.40 10.51 44.17
H 49.85 11.46 44.21
H 50.88 10.68 43.59
O 48.38 14.54 46.69
H 48.06 15.35 46.21
H 47.76 14.26 47.33
O 50.28 14.26 48.56
H 50.43 15.29 48.80
H 49.66 14.31 47.89
O 50.62 14.17 42.21
H 49.89 13.97 41.67
H 51.42 13.71 41.98
O 52.97 11.49 43.36
H 53.75 12.08 43.17
H 53.16 10.58 43.61
O 48.71 12.62 44.20
H 48.25 12.78 45.02
H 48.18 12.91 43.56
O 53.40 13.89 45.25
H 53.82 12.98 45.41
H 53.64 14.22 46.23
O 50.59 16.45 46.02
H 51.00 16.80 46.76
H 50.99 16.94 45.22
*
```

Properties
Gap between HOMO and LUMO ... 0.35024 hartree
Molar mass ... 181.16 g mol⁻¹

---

*b*
The following is a DFT calculation (wB97M-V/def2-TZVPD) of a cluster of 10 separate species, H21O10 in total.

Geometry as ORCA input:
```
! RIJCOSX wB97M-V def2-TZVPD def2/J DEFGRID3
* xyz 1 1
O 1.14 -3.24 0.06
H 1.99 -2.85 -0.21
H 0.57 -2.29 -1.70
O -2.12 1.36 -2.18
H -2.22 1.30 -3.13
H -2.70 2.08 -1.90
O -1.15 -1.51 0.75
H 0.10 -0.84 -2.32
H -0.56 -1.98 1.40
O -0.52 0.40 3.60
H -0.21 -0.24 4.25
H -1.02 0.98 4.19
O -0.21 3.19 1.24
H -1.06 -0.50 0.91
H 0.36 3.19 2.02
O 2.94 0.76 -1.71
H 3.39 1.43 -1.18
H -0.38 4.14 1.25
O 0.87 -1.84 2.65
H 2.46 0.37 -0.95
H 0.25 -2.51 2.97
O 0.32 0.68 -3.58
H -0.20 1.38 -3.17
H 0.42 -0.99 2.83
O -0.06 -1.57 -1.70
H 1.19 -4.13 -0.31
O -1.58 1.04 0.26
H -0.89 1.59 0.71
H 0.91 1.14 -4.19
H -0.80 -1.58 -0.19
H -1.20 1.06 -0.65
*
```

Properties
Gap between HOMO and LUMO ... 0.41641 hartree
Molar mass ... 181.16 g mol⁻¹

---

*c*
The following is a DFT calculation (wB97M-V/def2-TZVPD) of a structure of composition H21O10.

Geometry as ORCA input:
```
! RIJCOSX wB97M-V def2-TZVPD def2/J DEFGRID3
* xyz 1 1
O 2.55 3.02 -0.24
H 1.82 3.42 0.26
H -1.16 0.05 -3.36
O 3.09 -0.23 -0.97
H 2.61 0.03 -0.13
H 2.74 0.49 -1.56
O 1.03 0.95 0.37
H -0.02 1.40 -3.29
H 0.95 1.78 -0.13
O -0.36 -3.32 0.32
H 0.00 -2.83 1.13
H -0.37 -4.25 0.55
O 1.44 -1.97 -0.82
H 1.06 -2.01 3.00
H 2.17 -1.05 -1.21
O -3.08 -0.66 -1.69
H -3.44 -0.95 -2.53
H 0.61 -1.64 -0.43
O -1.21 0.44 2.25
H -3.72 -0.76 -0.99
H -1.61 -0.43 2.11
O -2.74 2.50 1.21
H -3.36 1.90 1.63
H -1.92 1.09 2.39
O -0.73 0.86 -3.61
H 3.28 2.96 0.39
O 0.69 -1.77 2.14
H 0.70 -0.81 2.07
H -2.54 3.26 1.76
H 0.21 1.15 0.88
H 1.30 -2.64 -1.49
*
```

Properties
Gap between HOMO and LUMO ... 0.39768 hartree
Molar mass ... 181.16 g mol⁻¹

---

*d*
The following is a DFT calculation (wB97M-V/def2-TZVPD) of a cluster of 10 separate species, H21O10 in total.

Geometry as ORCA input:
```
! RIJCOSX wB97M-V def2-TZVPD def2/J DEFGRID3
* xyz 1 1
O 1.69 -0.84 0.31
H 1.06 0.77 -2.06
H -0.49 1.72 -0.97
O -2.56 0.11 -1.22
H 1.49 0.50 1.84
H -1.87 0.77 -1.36
O -0.88 2.21 -0.24
H 0.94 -2.33 2.47
H 3.59 1.00 -1.27
O -3.34 0.83 1.23
H -3.60 1.75 1.19
H 1.30 -1.33 -0.43
O 0.44 0.63 -2.79
H -2.41 -0.40 -2.02
H -3.44 0.45 0.33
O -1.15 0.01 1.57
H -0.28 0.42 1.41
H -1.33 -0.46 2.40
O 1.37 1.44 1.71
H 2.66 1.95 -0.57
H 2.21 1.90 1.78
O 3.03 1.77 -1.44
H 0.68 -0.23 -3.14
H 1.07 -1.14 0.99
O 0.76 -2.88 -1.66
H -2.02 0.74 1.47
O -0.01 -2.42 2.57
H -0.08 -3.38 2.49
H 1.40 -2.58 -2.32
H -1.42 2.75 -0.83
H 1.17 -3.73 -1.44
*
```

Properties
Gap between HOMO and LUMO ... 0.41948 hartree
Molar mass ... 181.16 g mol⁻¹

---

Which of them is the most stable, and which is the least stable? *b* and *a*, in that order.

---

*a*
The following is a DFT calculation (wB97M-V/def2-TZVPD) of a cluster of 2 separate species, C7H7I2OPS in total.

Geometry as ORCA input:
```
! RIJCOSX wB97M-V def2-TZVPD def2/J DEFGRID3
* xyz 0 1
C -0.09 -1.30 0.61
C -0.29 -0.12 -1.53
C -0.88 -2.37 0.16
C -0.84 -1.29 -2.08
C 0.07 -0.12 -0.21
C -1.25 -2.28 -1.18
C 0.89 0.94 0.49
O -2.29 -3.38 -3.23
P -3.55 -0.37 1.52
S -2.08 -3.67 -1.79
I -4.58 -1.70 -0.09
I -3.64 1.87 0.61
H 0.17 -1.15 1.65
H -0.33 0.72 -2.20
H -1.14 -3.25 0.76
H -1.06 -1.34 -3.10
H 1.89 0.68 0.13
H 0.54 1.88 0.17
H 0.67 0.95 1.54
*
```

Properties
Gap between HOMO and LUMO (alpha / beta) ... 0.25676 / 0.23309 hartree
Molar mass ... 423.98 g mol⁻¹

---

*b*
The following is a DFT calculation (wB97M-V/def2-TZVPD) of an isolated molecule of C7H7I2OPS.

Geometry as ORCA input:
```
! RIJCOSX wB97M-V def2-TZVPD def2/J DEFGRID3
* xyz 0 1
C -3.23 0.16 0.55
C -1.77 0.12 0.14
C -0.92 1.16 0.45
C 0.39 1.08 0.10
C 0.90 -0.05 -0.60
S 2.66 -0.22 -1.26
O 2.98 -1.56 -1.53
P 3.41 0.10 0.83
I 4.71 2.15 0.28
I 5.05 -1.69 1.00
C 0.00 -1.06 -0.79
C -1.31 -1.05 -0.51
H -3.75 -0.72 0.84
H -3.50 0.79 1.29
H -3.89 0.47 -0.28
H -1.21 2.14 0.93
H 0.97 1.90 0.46
H 0.43 -1.82 -1.44
H -1.93 -1.90 -0.46
*
```

Properties
SMILES ... Cc1ccc(S(=O)#P(I)I)cc1
Gap between HOMO and LUMO ... 0.29673 hartree
Molar mass ... 423.98 g mol⁻¹

---

Which of them is the most stable, and which is the least stable? *b* and *a*, in that order.

---

*a*
The following is a DFT calculation (wB97M-V/def2-TZVPD) of a cluster of 2 separate species, FH3P2S2 in total.

Geometry as ORCA input:
```
! RIJCOSX wB97M-V def2-TZVPD def2/J DEFGRID3
* xyz 0 1
S -1.76 1.90 -1.13
P -2.16 0.78 0.41
S -2.16 -1.22 -0.12
H -1.10 -0.90 -1.03
F 0.64 -0.44 1.22
P 1.61 0.26 0.08
H 2.06 -1.08 -0.08
H 2.87 0.69 0.65
*
```

Properties
SMILES ... S=PS.FP
Gap between HOMO and LUMO ... 0.28296 hartree
Molar mass ... 148.10 g mol⁻¹

---

*b*
The following is a DFT calculation (wB97M-V/def2-TZVPD) of a cluster of 2 separate species, FH3P2S2 in total.

Geometry as ORCA input:
```
! RIJCOSX wB97M-V def2-TZVPD def2/J DEFGRID3
* xyz 0 1
F 4.87 1.54 -0.85
P 4.29 0.59 0.34
S 4.70 -1.17 -0.43
P 0.65 0.09 1.24
S -1.17 -0.16 0.15
H 0.92 1.28 0.37
H 0.09 0.84 2.28
H -0.66 -0.51 -1.21
*
```

Properties
SMILES ... FP=S.PS
Gap between HOMO and LUMO ... 0.27402 hartree
Molar mass ... 148.10 g mol⁻¹

---

Which of them is the most stable, and which is the least stable? *b* and *a*, in that order.

---

*a*
The following is a DFT calculation (wB97M-V/def2-TZVPD) of a structure of composition C7H16O2.

Geometry as ORCA input:
```
! RIJCOSX wB97M-V def2-TZVPD def2/J DEFGRID3
* xyz 0 1
C -3.06 -0.65 -0.72
C -4.40 0.09 -0.20
C 1.85 0.22 0.27
C 2.33 -0.47 -1.09
C 1.19 -0.88 1.18
C 0.65 1.24 0.18
C 2.96 0.94 0.93
H -2.63 -1.67 -2.35
H -4.18 0.92 0.63
H -4.82 0.48 -1.21
H -5.10 -0.53 0.37
H 3.29 -1.05 -0.92
H 1.57 -1.21 -1.39
H 2.30 0.31 -1.94
H 1.45 -0.70 2.36
H -0.22 -0.81 1.02
H 1.66 -2.13 1.01
H 0.43 1.53 1.16
H -0.37 0.91 -0.13
H 0.86 2.11 -0.51
H 3.43 1.74 0.40
H 2.40 1.29 1.86
H 3.83 0.32 1.18
O -1.92 -0.64 -0.32
O -3.51 -1.36 -1.75
*
```

Properties
Gap between HOMO and LUMO ... 0.39197 hartree
Molar mass ... 132.20 g mol⁻¹

---

*b*
The following is a DFT calculation (wB97M-V/def2-TZVPD) of a cluster of 2 separate species, C7H16O2 in total.

Geometry as ORCA input:
```
! RIJCOSX wB97M-V def2-TZVPD def2/J DEFGRID3
* xyz 0 1
C -1.21 -0.42 0.12
C -1.23 0.87 -0.73
C 2.01 -1.44 -0.14
C -2.09 -0.36 1.36
C -0.75 2.11 0.01
C 2.09 -0.99 -1.55
C 2.48 -0.69 0.95
O 0.11 -0.76 0.47
O -2.52 1.08 -1.33
H -3.13 1.37 -0.64
H -1.60 -1.22 -0.54
H -0.57 0.68 -1.58
H 1.73 -2.48 0.02
H -1.71 0.38 2.07
H -2.09 -1.33 1.86
H -3.13 -0.11 1.12
H -1.44 2.38 0.81
H 0.23 1.93 0.46
H -0.67 2.95 -0.67
H 1.24 -0.34 1.10
H 2.77 -1.21 1.85
H 3.02 -1.37 -1.99
H 1.26 -1.37 -2.15
H 2.11 0.10 -1.61
H 3.06 0.21 0.72
*
```

Properties
Gap between HOMO and LUMO ... 0.35215 hartree
Molar mass ... 132.20 g mol⁻¹

---

Which of them is the most stable, and which is the least stable? *b* and *a*, in that order.

---

*a*
The following is a DFT calculation (wB97M-V/def2-TZVPD) of an isolated molecule of C4H9N3S.

Geometry as ORCA input:
```
! RIJCOSX wB97M-V def2-TZVPD def2/J DEFGRID3
* xyz 0 1
C -0.24 1.81 -2.09
C 0.49 0.74 -1.62
C 0.84 0.66 -0.10
N 0.05 -0.27 0.79
N -1.32 -0.01 0.86
C 0.54 -1.47 1.12
N -0.36 -2.32 1.59
S 2.18 -1.71 1.00
H -0.91 2.54 -1.48
H -0.43 1.99 -3.15
H 0.91 -0.09 -2.30
H 1.93 0.37 -0.05
H 0.75 1.63 0.35
H -1.33 0.95 1.18
H -1.65 0.03 -0.11
H -0.13 -3.12 2.20
H -1.29 -1.74 1.81
*
```

Properties
SMILES ... C=CCN(N)C(N)=S
Gap between HOMO and LUMO ... 0.31589 hartree
Molar mass ... 131.20 g mol⁻¹

---

*b*
The following is a DFT calculation (wB97M-V/def2-TZVPD) of an isolated molecule of C4H9N3S.

Geometry as ORCA input:
```
! RIJCOSX wB97M-V def2-TZVPD def2/J DEFGRID3
* xyz 0 1
C 0.06 2.66 -0.99
C 0.65 1.27 -1.18
C 1.98 1.07 -0.31
N 1.43 0.22 0.78
C 0.27 -0.30 0.25
N -0.35 -1.28 1.03
S -1.79 -2.02 0.54
N -0.23 0.21 -0.78
H 0.62 3.44 -1.53
H -0.94 2.71 -1.45
H -0.21 2.86 0.05
H 0.97 1.13 -2.22
H 2.34 2.01 0.13
H 2.72 0.51 -0.91
H 2.12 -0.46 1.11
H -0.16 -1.21 2.02
H -2.54 -0.88 0.42
*
```

Properties
SMILES ... C[C@H]1CNC(NS)=N1
Gap between HOMO and LUMO ... 0.35387 hartree
Molar mass ... 131.20 g mol⁻¹

---

Which of them is the most stable, and which is the least stable? *b* and *a*, in that order.

---

*a*
The following is a DFT calculation (wB97M-V/def2-TZVPD) of an isolated molecule of C4H9N3S.

Geometry as ORCA input:
```
! RIJCOSX wB97M-V def2-TZVPD def2/J DEFGRID3
* xyz 0 1
N 0.91 -0.11 1.47
C 0.44 -0.22 0.11
C 0.90 0.98 -0.69
S 0.15 2.43 0.11
C 0.67 -1.73 -0.50
N -0.46 -2.44 -0.54
N -1.57 -1.81 -0.30
C -1.16 -0.32 0.18
H 0.59 -0.89 2.00
H 1.86 -0.37 1.40
H 0.19 0.94 -1.63
H 1.90 0.85 -1.11
H -0.47 3.18 -0.96
H 1.68 -2.36 -0.41
H -2.30 -2.02 -0.99
H -1.38 -0.24 1.38
H -1.83 0.35 -0.50
*
```

Properties
SMILES ... N[C@@]1(CS)C=NNC1
Gap between HOMO and LUMO ... 0.32853 hartree
Molar mass ... 131.20 g mol⁻¹

---

*b*
The following is a DFT calculation (wB97M-V/def2-TZVPD) of a structure of composition C4H9N3S.

Geometry as ORCA input:
```
! RIJCOSX wB97M-V def2-TZVPD def2/J DEFGRID3
* xyz 0 1
C 1.85 -0.11 -0.41
C 0.31 0.24 -0.57
C -0.11 0.59 0.91
C -1.77 -0.91 -0.28
H 2.04 1.94 0.33
H 2.99 1.32 -1.56
H 2.09 -0.60 -1.38
H 1.99 -0.72 0.41
H -0.10 0.72 -1.46
H 0.42 0.09 1.76
H -0.85 1.33 0.90
H -2.31 -1.55 1.80
H -3.80 -0.97 0.62
N 2.76 1.01 -0.21
N -0.52 -0.67 0.13
N -2.64 -1.43 0.72
S -2.36 -0.28 -1.71
*
```

Properties
Gap between HOMO and LUMO ... 0.31952 hartree
Molar mass ... 131.20 g mol⁻¹

---

Which of them is the most stable, and which is the least stable? *a* and *b*, in that order.

---

*a*
The following is a DFT calculation (wB97M-V/def2-TZVPD) of a cluster of 2 separate species, C4H12N2 in total.

Geometry as ORCA input:
```
! RIJCOSX wB97M-V def2-TZVPD def2/J DEFGRID3
* xyz 0 1
C -2.22 1.04 -0.46
N -1.27 1.13 0.38
C -0.43 2.32 0.25
H -2.98 0.29 -0.27
H -2.27 1.74 -1.28
H 0.48 2.16 -0.32
H -0.17 2.66 1.26
H -1.03 3.17 -0.08
C 1.67 -0.74 0.60
C 1.16 -1.95 -0.15
N -0.15 -1.67 -0.75
H 1.33 -0.76 1.64
H 2.76 -0.85 0.67
H 1.48 0.20 0.14
H 1.83 -2.12 -1.00
H 1.04 -2.82 0.49
H -0.68 -1.30 0.02
H -0.55 -2.51 -1.14
*
```

Properties
SMILES ... C=NC.CCN
Gap between HOMO and LUMO ... 0.37157 hartree
Molar mass ... 88.15 g mol⁻¹

---

*b*
The following is a DFT calculation (wB97M-V/def2-TZVPD) of an isolated molecule of C4H12N2.

Geometry as ORCA input:
```
! RIJCOSX wB97M-V def2-TZVPD def2/J DEFGRID3
* xyz 0 1
N -0.35 -0.79 1.89
C -0.70 -1.34 0.59
C 0.25 -1.18 -0.67
C 0.15 0.22 -1.45
C 0.02 1.44 -0.52
N 1.20 1.62 0.29
H -1.21 -0.69 2.42
H 0.08 0.11 1.88
H -0.75 -2.42 0.70
H -1.71 -1.07 0.22
H -0.22 -1.93 -1.28
H 1.26 -1.47 -0.40
H 1.05 0.38 -2.04
H -0.81 0.02 -1.95
H -0.96 1.42 0.01
H -0.07 2.29 -1.20
H 1.69 0.90 0.78
H 1.10 2.51 0.75
*
```

Properties
SMILES ... NCCCCN
Gap between HOMO and LUMO ... 0.37128 hartree
Molar mass ... 88.15 g mol⁻¹

---

*c*
The following is a DFT calculation (wB97M-V/def2-TZVPD) of a cluster of 2 separate species, C4H12N2 in total.

Geometry as ORCA input:
```
! RIJCOSX wB97M-V def2-TZVPD def2/J DEFGRID3
* xyz 0 1
C 1.83 0.21 2.69
N 0.74 0.05 2.07
C -0.12 -1.04 2.51
H 2.05 -0.35 3.60
H 2.53 0.93 2.29
H 0.33 -1.60 3.33
H -0.17 -1.73 1.67
H -1.11 -0.65 2.75
C -1.77 0.27 -2.01
C -0.37 0.84 -1.87
N 0.64 -0.16 -2.25
H -2.51 0.75 -1.36
H -2.13 0.44 -3.03
H -1.78 -0.79 -1.77
H -0.31 1.75 -2.48
H -0.10 1.16 -0.86
H 1.56 0.22 -2.03
H 0.66 -0.32 -3.25
*
```

Properties
SMILES ... C=NC.CCN
Gap between HOMO and LUMO ... 0.37744 hartree
Molar mass ... 88.15 g mol⁻¹

---

Which of them is the most stable, and which is the least stable? *b* and *a*, in that order.

---

*a*
The following is a DFT calculation (wB97M-V/def2-TZVPD) of a cluster of 2 separate species, C4H12N2 in total.

Geometry as ORCA input:
```
! RIJCOSX wB97M-V def2-TZVPD def2/J DEFGRID3
* xyz 0 1
C 3.17 -1.15 -0.35
C 2.16 -0.30 -0.47
N 2.35 1.06 -0.74
H 4.15 -0.79 -0.65
H 3.13 -2.09 0.18
H 1.11 -0.50 -0.65
H 3.30 1.40 -0.75
H 1.80 1.41 -1.51
C -1.69 -0.93 0.70
C -2.64 0.15 0.14
N -2.36 1.52 0.58
H -0.63 -0.66 0.66
H -1.85 -1.78 0.03
H -1.92 -1.10 1.74
H -3.63 -0.11 0.51
H -2.47 0.18 -0.93
H -1.80 2.06 -0.04
H -2.17 1.64 1.56
*
```

Properties
SMILES ... C=CN.CCN
Gap between HOMO and LUMO ... 0.34327 hartree
Molar mass ... 88.15 g mol⁻¹

---

*b*
The following is a DFT calculation (wB97M-V/def2-TZVPD) of a cluster of 2 separate species, C4H12N2 in total.

Geometry as ORCA input:
```
! RIJCOSX wB97M-V def2-TZVPD def2/J DEFGRID3
* xyz 0 1
H 3.79 1.27 0.63
N 2.85 1.64 0.69
C 1.93 0.78 0.56
C 2.09 -0.71 0.36
N 0.64 1.21 0.55
H 1.63 -1.25 1.19
H 3.15 -0.97 0.31
H 1.61 -1.01 -0.56
H 0.50 2.17 0.82
H -0.09 0.56 0.77
C -1.73 -0.99 -0.81
C -2.79 0.06 -0.52
H -1.35 -1.42 0.12
H -2.14 -1.79 -1.41
H -0.89 -0.54 -1.35
H -2.39 0.89 0.06
H -3.18 0.47 -1.45
H -3.62 -0.37 0.03
*
```

Properties
SMILES ... [H]/N=C(\C)N.CC
Gap between HOMO and LUMO ... 0.37030 hartree
Molar mass ... 88.15 g mol⁻¹

---

Which of them is the most stable, and which is the least stable? *b* and *a*, in that order.